#one
Computed, not measured: a structure of composition C26H39GeN7O2Sr, with ωB97M-V/def2-TZVPD.

## Properties
* frontier orbital gap: 5.1276 eV

Geometry as XYZ:
```
76
Properties=species:S:1:pos:R:3:mulliken_charge:R:1
Sr 0.67 0.82 -0.19 1.721
N 2.40 2.87 1.20 -0.181
C 3.44 2.45 2.15 -1.234
C 3.64 0.95 2.12 -0.662
N 2.40 0.16 2.15 1.009
C 2.74 -1.27 1.94 -0.692
C 3.20 -1.62 0.53 -1.187
N 2.12 -1.36 -0.43 -0.204
C 1.69 0.28 3.43 -0.961
C 0.75 1.47 3.57 -1.179
N -0.24 1.50 2.47 0.222
H 2.51 3.86 1.00 0.308
H 1.49 2.78 1.64 0.139
H 3.25 2.80 3.17 0.274
H 4.38 2.91 1.85 0.569
H 4.30 0.65 2.95 0.277
H 4.15 0.70 1.19 0.291
H 1.83 -1.85 2.13 0.491
H 3.49 -1.60 2.67 0.360
H 3.52 -2.67 0.54 0.454
H 4.07 -1.03 0.23 0.431
H 1.37 -2.05 -0.33 -0.012
H 2.45 -1.46 -1.38 0.203
H 2.39 0.28 4.28 0.306
H 1.09 -0.63 3.55 0.657
H 1.29 2.41 3.58 0.408
H 0.26 1.39 4.55 0.519
H -0.87 2.29 2.61 0.268
H -0.84 0.68 2.53 -0.584
O -0.84 -3.28 -6.02 -0.717
C -0.68 -2.05 -6.08 0.332
O -0.65 -1.27 -7.05 -0.728
C -0.47 -1.36 -4.71 -0.337
C 0.16 -0.10 -4.67 -1.140
C 0.44 0.45 -3.45 0.674
N -0.02 -0.09 -2.29 0.374
C -0.70 -1.26 -2.31 0.769
C -0.85 -1.95 -3.54 -1.158
C -1.19 -1.79 -1.07 -0.672
C -1.71 -3.07 -0.92 -0.570
C -1.87 -3.67 0.33 -1.535
C -1.31 -2.98 1.43 -1.006
C -0.90 -1.69 1.31 -0.477
N -1.19 -0.93 0.12 1.999
C 1.24 1.70 -3.33 0.400
C 2.01 2.14 -4.41 -0.843
C 2.70 3.33 -4.32 -0.307
C 2.63 4.07 -3.15 -0.882
C 1.89 3.55 -2.11 -0.190
N 1.22 2.39 -2.17 -0.097
H 0.41 0.35 -5.62 0.601
H -1.27 -2.94 -3.60 0.549
H -1.91 -3.66 -1.80 0.444
H -2.23 -4.68 0.42 0.387
H -1.13 -3.49 2.37 0.475
H -0.39 -1.18 2.12 0.066
H 2.06 1.54 -5.31 0.370
H 3.28 3.68 -5.16 0.444
H 3.13 5.02 -3.03 0.382
H 1.83 4.08 -1.17 0.449
C -3.61 0.24 3.14 -1.306
Ge -3.96 -0.56 1.38 0.873
C -5.44 0.42 0.55 -1.360
C -4.52 -2.40 1.65 -1.375
C -2.41 -0.08 0.21 -1.260
H -4.49 0.17 3.79 0.434
H -3.35 1.30 3.05 0.293
H -2.79 -0.28 3.65 0.361
H -6.34 0.35 1.16 0.392
H -5.66 0.01 -0.43 0.386
H -5.20 1.48 0.43 0.374
H -5.50 -2.36 2.13 0.431
H -3.83 -2.95 2.29 0.366
H -4.61 -2.95 0.71 0.397
H -2.79 0.05 -0.81 0.605
H -2.14 0.93 0.57 0.326
```



#two
Computed, not measured: a structure of composition C26H39GeN7O2Sr, with ωB97M-V/def2-TZVPD.

## Properties
* frontier orbital gap: 4.7127 eV

Geometry as XYZ:
```
76
Properties=species:S:1:pos:R:3:mulliken_charge:R:1
Sr 0.10 -0.97 0.14 2.141
N 1.64 -1.30 -1.60 -0.143
C 1.09 -2.64 -1.41 -0.912
C -0.43 -2.56 -1.42 -0.956
N -1.03 -2.69 -0.11 -0.440
C -0.68 -3.96 0.53 -1.145
C -0.09 -3.74 1.93 -0.695
N 1.11 -2.89 1.87 -0.449
C -2.45 -2.36 -0.23 -0.230
C -3.02 -1.80 1.06 -1.070
N -2.32 -0.54 1.36 -0.161
H 2.63 -1.36 -1.80 0.318
H 1.19 -0.87 -2.41 0.047
H 1.45 -3.05 -0.47 0.541
H 1.41 -3.35 -2.18 0.308
H -0.85 -3.28 -2.13 0.569
H -0.70 -1.57 -1.79 0.308
H 0.05 -4.50 -0.08 0.481
H -1.54 -4.63 0.60 0.405
H 0.07 -4.73 2.37 0.497
H -0.83 -3.23 2.54 0.274
H 1.88 -3.42 1.47 0.216
H 1.39 -2.63 2.81 0.320
H -3.04 -3.22 -0.57 0.426
H -2.57 -1.60 -1.01 -0.122
H -2.85 -2.51 1.87 0.334
H -4.10 -1.70 0.94 0.535
H -2.48 -0.23 2.30 0.328
H -2.65 0.20 0.74 0.026
O -1.95 6.23 0.81 -0.725
C -1.95 5.61 -0.27 0.414
O -2.23 5.96 -1.43 -0.727
C -1.45 4.14 -0.17 -0.825
C -1.68 3.25 -1.23 -0.786
C -1.24 1.96 -1.10 -0.738
N -0.54 1.48 -0.03 1.944
C -0.38 2.32 1.03 -0.330
C -0.84 3.66 0.95 -1.073
C 0.19 1.82 2.25 -0.130
C 0.20 2.54 3.46 -0.602
C 0.17 1.88 4.67 -1.672
C -0.12 0.48 4.62 -0.985
C -0.01 -0.18 3.45 -0.153
N 0.67 0.44 2.32 2.752
C -1.65 1.03 -2.20 0.716
C -2.99 1.03 -2.60 -0.836
C -3.39 0.24 -3.66 -0.597
C -2.44 -0.53 -4.32 -0.758
C -1.14 -0.47 -3.86 -0.072
N -0.74 0.26 -2.82 -0.325
H -2.18 3.61 -2.11 0.662
H -0.75 4.34 1.79 0.620
H 0.14 3.62 3.44 0.527
H 0.18 2.42 5.61 0.421
H -0.52 -0.01 5.50 0.416
H -0.35 -1.21 3.33 -0.237
H -3.70 1.65 -2.07 0.549
H -4.43 0.23 -3.97 0.446
H -2.70 -1.15 -5.17 0.426
H -0.37 -1.07 -4.35 0.388
C 5.05 1.31 2.26 -1.367
Ge 3.24 1.76 1.61 0.793
C 3.12 1.34 -0.31 -1.065
C 2.95 3.67 1.81 -1.194
C 2.14 0.44 2.61 -1.314
H 5.81 1.95 1.81 0.384
H 5.29 0.27 2.02 0.353
H 5.09 1.43 3.34 0.376
H 3.68 2.05 -0.92 0.483
H 2.07 1.38 -0.60 0.190
H 3.52 0.33 -0.49 0.148
H 3.77 4.20 1.34 0.432
H 2.89 3.96 2.86 0.333
H 2.02 3.96 1.32 0.357
H 2.31 0.66 3.67 0.470
H 2.54 -0.56 2.41 0.161
```



Which structure above is the least stable? It is #two.